Below is the ion C5H4N with charge +1, with properties calculated with the ωB97M-V functional and the def2-TZVPD basis.

```
! RIJCOSX wB97M-V def2-TZVPD def2/J DEFGRID3
* xyz 1 1
C 2.425 0.459 0.040
C 1.251 -0.116 -0.070
C 0.075 -0.619 -0.055
C -1.193 -0.987 0.066
C -2.400 -0.088 -0.031
N -3.437 0.566 -0.035
H 3.280 -0.154 0.094
H 2.475 1.626 -0.064
H -1.656 -1.906 -0.061
H -4.347 0.607 0.387
*
```

Computed properties:
* highest occupied orbital energy (alpha / beta): -14.651 / -14.651 eV
* largest force on an atom: 7.7 eV/A
* energy above the lowest of the compared OMol25 structures with the same formula, charge and spin: 10.0 kcal/mol

---

Below is an isolated molecule of C3H5FS, with properties calculated with the ωB97M-V functional and the def2-TZVPD basis.

```
! RIJCOSX wB97M-V def2-TZVPD def2/J DEFGRID3
* xyz 0 1
C 1.371 -0.980 0.411
S 1.089 0.555 -0.543
C -0.696 0.248 -0.255
C -1.425 1.262 -0.222
F -1.193 2.384 -0.846
H 1.644 -0.670 1.475
H 0.355 -1.658 0.180
H 2.290 -1.369 -0.137
H -0.900 -0.818 -0.004
H -2.535 1.044 -0.058
*
```

Computed properties:
* highest occupied orbital energy: -8.469 eV
* largest force on an atom: 7.2 eV/A
* energy above the lowest of the compared OMol25 structures with the same formula, charge and spin: 50.2 kcal/mol

---

Number 1: E_tot -247.246071 Eh. Number 2: E_tot -615.257005 Eh.